C53H51Cl3N4O2S2SiV as an isolated structure in a non-equilibrium geometry. Source: the Open Molecules 2025 dataset; level of theory: the ωB97M-V functional and the def2-TZVPD basis.

- Multiplicity: 4
- E_HOMO (spin up / spin down): -6.39 / -7.46 eV

XYZ file:
```
117
Properties=species:S:1:pos:R:3:nbo_charge:R:1
V 0.38 -0.22 -0.46 1.0127
C -6.14 3.35 1.55 -0.6291
C -4.65 3.14 1.58 -0.0089
C -4.09 2.22 2.46 -0.1536
C -2.73 2.01 2.51 -0.1812
C -1.90 2.69 1.63 -0.2320
C -2.44 3.66 0.80 -0.2044
C -3.80 3.87 0.77 -0.2271
S -0.07 2.63 1.63 1.3438
O 0.47 1.25 1.68 -0.9720
C -0.23 3.30 3.31 -0.2123
C -0.45 4.69 3.23 -0.2191
C -0.84 5.41 4.32 -0.1679
C -1.16 4.73 5.52 -0.0843
C -1.65 5.42 6.64 -0.1783
C -2.01 4.76 7.78 -0.2092
C -1.92 3.36 7.82 -0.1932
C -1.42 2.66 6.75 -0.2103
C -0.98 3.33 5.59 0.0516
C -0.38 2.61 4.49 -0.0608
C 0.14 1.28 4.87 -0.0551
C 1.03 1.35 6.00 0.0357
C 1.71 2.54 6.33 -0.2155
C 2.48 2.62 7.46 -0.2017
C 2.61 1.52 8.31 -0.2133
C 2.03 0.33 7.97 -0.1795
C 1.26 0.21 6.80 -0.0844
C 0.69 -1.02 6.41 -0.2050
C 0.03 -1.11 5.22 -0.1417
C -0.22 0.02 4.42 -0.2298
S -0.96 -0.45 2.79 1.3677
O -1.99 -1.44 3.14 -0.9950
C 0.50 -1.51 2.44 -0.2734
C 0.22 -2.74 1.89 -0.1776
C 1.21 -3.70 1.78 -0.2208
C 2.49 -3.46 2.28 0.0022
C 3.55 -4.51 2.26 -0.6329
C 2.76 -2.20 2.81 -0.1768
C 1.79 -1.22 2.87 -0.1955
H -6.57 3.13 2.53 0.2194
H -6.59 2.68 0.82 0.2254
H -6.38 4.38 1.28 0.2156
H -4.73 1.66 3.14 0.2107
H -2.33 1.34 3.24 0.2165
H -1.79 4.26 0.19 0.2282
H -4.22 4.62 0.11 0.2097
H -0.27 5.18 2.29 0.2222
H -0.93 6.48 4.28 0.2172
H -1.74 6.50 6.58 0.2101
H -2.36 5.30 8.64 0.2158
H -2.25 2.83 8.70 0.2164
H -1.36 1.59 6.81 0.2255
H 1.63 3.39 5.68 0.2178
H 2.99 3.55 7.69 0.2137
H 3.19 1.61 9.21 0.2140
H 2.15 -0.55 8.59 0.2107
H 0.81 -1.89 7.04 0.2143
H -0.37 -2.05 4.87 0.2350
H -0.80 -2.97 1.60 0.2456
H 0.99 -4.66 1.33 0.2166
H 3.15 -5.46 1.93 0.2154
H 3.99 -4.63 3.25 0.2191
H 4.35 -4.22 1.58 0.2255
H 3.74 -1.99 3.22 0.2040
H 2.02 -0.26 3.29 0.2306
N 1.68 2.23 -0.80 -0.7905
C 1.87 2.16 -2.16 0.1740
C 2.65 3.12 -2.79 -0.2597
C 2.78 3.15 -4.18 -0.1850
C 2.11 2.24 -4.95 -0.2173
C 1.29 1.26 -4.35 -0.0888
C 0.52 0.38 -5.14 -0.1163
C -0.36 -0.46 -4.51 -0.2648
C -0.40 -0.49 -3.12 0.1333
N 0.38 0.24 -2.33 -0.5898
C 1.19 1.18 -2.93 0.1947
H 2.28 2.91 -0.34 0.3984
H 1.64 1.33 -0.32 0.3646
H 3.16 3.86 -2.19 0.2087
H 3.39 3.91 -4.64 0.2175
H 2.18 2.25 -6.02 0.2114
H 0.60 0.43 -6.22 0.2176
H -1.04 -1.09 -5.07 0.2278
H -1.13 -1.11 -2.62 0.2125
C -1.65 -3.23 -1.04 -0.6724
C -0.17 -3.18 -1.28 0.2776
C 0.48 -4.26 -1.85 -0.3384
C 1.85 -4.19 -2.11 -0.1314
C 2.55 -3.07 -1.73 -0.2907
C 1.87 -2.03 -1.08 0.4074
N 0.52 -2.09 -0.92 -0.6572
N 2.35 -0.89 -0.60 -1.1862
Si 4.01 -0.44 -0.46 1.8041
C 5.21 -1.78 0.20 -1.1132
C 4.05 0.98 0.83 -1.1109
C 4.77 0.16 -2.13 -1.1149
H -1.90 -4.09 -0.43 0.2299
H -2.18 -3.33 -1.99 0.2240
H -2.00 -2.33 -0.54 0.2596
H -0.09 -5.14 -2.12 0.2148
H 2.35 -5.00 -2.61 0.2121
H 3.60 -2.95 -1.94 0.2100
H 5.07 -1.93 1.27 0.2284
H 6.24 -1.47 0.05 0.2345
H 5.09 -2.75 -0.27 0.2280
H 3.12 1.02 1.39 0.2368
H 4.23 1.94 0.37 0.2189
H 4.85 0.81 1.54 0.2357
H 5.00 -0.67 -2.78 0.2296
H 5.69 0.71 -1.95 0.2295
H 4.10 0.82 -2.67 0.2351
Cl -2.74 1.72 -4.04 -0.0415
C -2.74 2.17 -2.33 -0.4008
Cl -1.13 2.70 -1.83 0.0254
H -2.98 1.28 -1.74 0.2596
H -3.44 2.99 -2.19 0.2214
Cl -1.80 0.12 -0.04 -0.5803
```

The molecule C4H2O3 in a non-equilibrium geometry. Source: the Open Molecules 2025 dataset; level of theory: the ωB97M-V functional and the def2-TZVPD basis.

- ΔE to the lowest compared entry with this formula, charge and spin: 5.6647 eV
- Multiplicity: 1
- E_HOMO (spin up / spin down): -9.00 / -9.00 eV

XYZ file:
```
9
Properties=species:S:1:pos:R:3:nbo_charge:R:1
C 1.15 0.84 0.06 0.2666
C 1.08 -0.59 -0.07 0.0831
C -2.22 -0.12 0.02 0.5420
C -1.21 -0.87 -0.11 -0.0124
O 0.01 -1.32 0.02 -0.2602
O -3.31 0.33 0.06 -0.4608
O 0.23 1.63 0.02 -0.4848
H 2.15 1.25 0.04 0.1319
H 2.10 -1.15 -0.03 0.1945
```

A 2-piece molecular cluster, C2H8FOPSi overall in a non-equilibrium geometry. Source: the Open Molecules 2025 dataset; level of theory: the ωB97M-V functional and the def2-TZVPD basis.

- ΔE to the lowest compared entry with this formula, charge and spin: 2.2171 eV
- Structure (SMILES): O=[SiH2].CP(C)F
- Multiplicity: 1
- E_HOMO: -9.07 eV

XYZ file:
```
14
Properties=species:S:1:pos:R:3:nbo_charge:R:1
C 0.79 0.88 1.21 -0.9394
C 1.40 -0.77 -1.16 -0.9576
O -0.88 -1.03 0.18 -1.2050
F -0.60 1.06 -1.18 -0.6216
Si -2.28 -0.48 0.22 1.6703
P 1.08 1.04 -0.69 1.0911
H 0.38 -0.03 1.57 0.2556
H 1.74 1.26 1.66 0.2232
H 0.05 1.55 1.42 0.2133
H 2.33 -0.97 -0.81 0.2101
H 0.57 -1.45 -0.75 0.3068
H 1.46 -0.63 -2.32 0.2191
H -2.85 -0.23 1.54 -0.2410
H -3.18 -0.22 -0.88 -0.2250
```